[1]
Formula: C5H9N2S
Source: the Open Molecules 2025 dataset
Level of theory: the ωB97M-V functional and the def2-TZVPD basis

Structure (XYZ):
```
17
Properties=species:S:1:pos:R:3:forces:R:3:lowdin_charge:R:1
C 2.38066 -0.81035 0.07960 2.2 2.2 -1.3 -0.181
C 1.53852 -1.83789 -0.15532 -1.0 0.2 0.7 -0.326
C -0.48881 -0.17239 -0.44463 0.2 -0.2 0.1 -0.315
C -2.98738 -0.15909 0.41632 2.9 -1.5 -3.2 -0.057
C -1.75416 0.50358 -0.38011 -0.9 2.3 1.0 -0.304
N 1.84047 0.42213 0.26870 -0.5 0.2 0.1 -0.050
N 2.42074 1.59314 0.15165 1.1 -0.3 -0.5 0.100
S -0.19394 -1.68899 0.06775 0.7 0.3 -0.4 1.106
H 3.50852 -0.77352 -0.11055 -1.6 -0.9 0.4 0.161
H 1.76534 -2.82511 -0.42966 0.9 -1.1 0.0 0.058
H -3.27584 -1.06152 -0.16859 0.0 0.4 0.7 0.093
H -3.74741 0.53341 0.37904 -1.8 1.4 0.4 0.047
H -2.58483 -0.39519 1.36595 -0.2 -0.3 1.1 0.061
H -1.53939 1.45553 0.28184 -0.1 -1.3 -1.4 0.168
H -1.95851 0.90401 -1.43634 0.0 -0.5 1.5 0.150
H 1.75758 2.28407 0.37593 -0.6 1.1 0.5 0.099
H 3.31844 2.02819 -0.26158 -1.4 -2.1 0.4 0.190
```
Forces are in eV/Å.

The HOMO-LUMO gap (spin up / spin down) is 7.8521 / 6.2868 eV. For the HOMO energy (spin up / spin down), the calculation gives -13.1 / -12.1 eV. As for the net charge: +1. Its spin multiplicity is 1.

=====

[2]
Formula: C5H9N2S
Source: the Open Molecules 2025 dataset
Level of theory: the ωB97M-V functional and the def2-TZVPD basis

Structure (XYZ):
```
17
Properties=species:S:1:pos:R:3:forces:R:3:lowdin_charge:R:1
C -1.58923 1.29566 -0.25091 1.0 -0.2 0.1 -0.395
C 1.42464 0.36038 -0.07515 2.7 2.7 -0.3 -0.202
C 0.11692 -1.54130 -0.33726 -1.0 -2.6 -2.6 -0.386
C 0.64752 1.57165 0.63066 1.4 -2.3 -2.5 -0.109
C -1.25838 -1.70385 0.18826 -1.5 -0.3 2.1 -0.270
N 0.97191 -0.86329 0.45863 1.6 2.6 0.5 0.075
N -0.43759 1.87818 -0.25631 -1.4 0.8 0.2 0.004
S -2.35835 -0.03627 0.16404 -0.4 -1.2 -0.2 1.071
H 1.32612 0.62304 -1.21198 0.1 -1.2 1.7 0.149
H 2.54598 0.66585 0.20178 -2.1 -1.4 -0.5 0.165
H 0.58875 -2.53991 -0.42179 -0.5 -0.4 0.5 0.162
H -0.01133 -1.39571 -1.46435 0.5 1.0 1.1 0.156
H 0.30489 1.28321 1.53709 -1.6 -1.3 2.7 0.095
H 1.39641 2.24883 0.91530 0.4 2.1 -0.7 0.118
H -1.75474 -2.44618 -0.42121 -0.7 0.3 -0.5 0.084
H -1.53139 -2.02592 1.26094 1.2 0.7 -1.4 0.120
H -0.38213 2.62564 -0.91776 0.4 0.8 -0.3 0.164
```
Forces are in eV/Å.

The HOMO-LUMO gap (spin up / spin down) is 7.3480 / 8.3540 eV. For the HOMO energy (spin up / spin down), the calculation gives -13.6 / -13.5 eV. As for the net charge: +1. Its spin multiplicity is 1.

=====

[3]
Formula: C5H9N3
Source: the Open Molecules 2025 dataset
Level of theory: the ωB97M-V functional and the def2-TZVPD basis

Structure (XYZ):
```
17
Properties=species:S:1:pos:R:3:forces:R:3:lowdin_charge:R:1
C 0.26521 2.29362 -0.45974 0.4 0.5 -0.2 -0.069
C -0.53046 1.16523 0.15060 -0.2 0.1 0.6 -0.431
C -1.44963 0.47685 -0.80908 -0.6 -0.1 -0.2 -0.038
C -1.14344 -0.82263 -0.82343 -0.1 0.1 -0.2 -0.007
C -0.00921 -0.97347 0.08848 0.6 0.4 0.6 -0.380
N 0.64366 -2.16211 0.28904 -0.1 0.1 -0.1 -0.055
N 1.59147 -2.26888 1.33020 -0.3 0.0 -0.3 0.018
N 0.34880 0.12995 0.66784 0.0 -0.6 -0.3 0.102
H 0.87508 1.92520 -1.29225 -0.1 0.0 0.1 0.085
H 0.93290 2.75956 0.27500 -0.1 -0.2 -0.1 0.078
H -0.38820 3.07809 -0.84045 -0.1 0.0 -0.1 0.072
H -1.12598 1.55900 1.00170 0.2 -0.1 -0.3 0.153
H -2.26387 0.96678 -1.35261 0.4 -0.2 0.2 0.117
H -1.59930 -1.62497 -1.38455 0.0 0.1 -0.1 0.102
H 0.10917 -2.99708 0.14446 -0.1 -0.2 0.0 0.118
H 2.44766 -1.88095 0.96184 0.3 0.0 0.0 0.072
H 1.29615 -1.62419 2.05295 0.0 0.1 0.3 0.063
```
Forces are in eV/Å.

The HOMO-LUMO gap is 9.7991 eV. For the HOMO energy, the calculation gives -8.8 eV. As for the net charge: 0. Its spin multiplicity is 1.

=====

[4]
Formula: C5H9N3
Source: the Open Molecules 2025 dataset
Level of theory: the ωB97M-V functional and the def2-TZVPD basis

Structure (XYZ):
```
17
Properties=species:S:1:pos:R:3:forces:R:3:lowdin_charge:R:1
H 2.31383 -1.20659 -1.45027 -0.2 0.3 0.0 0.050
N 1.59401 -1.29312 -0.74046 0.1 -0.1 0.1 0.120
C 0.91926 -0.22479 -0.56416 0.6 -0.3 -0.4 -0.416
C 1.15276 1.02285 -1.32174 0.1 0.1 -0.3 -0.118
C 0.21768 1.70259 -1.96419 0.2 0.0 -0.1 0.019
N -0.09700 -0.23154 0.36051 -0.7 0.5 0.4 -0.149
N -0.73092 0.98118 0.67057 -0.1 -0.1 0.3 0.070
C -0.40676 -1.38603 1.05991 -0.1 -0.2 0.1 -0.164
C -1.31024 -1.47448 2.02860 -0.1 0.1 0.1 0.004
H 2.19687 1.29543 -1.41689 0.0 0.0 0.0 0.102
H -0.82129 1.42790 -1.91340 -0.2 0.0 0.1 0.057
H 0.45930 2.55806 -2.57270 0.1 0.1 -0.1 0.056
H -1.73898 0.87356 0.57263 0.2 -0.1 0.0 0.097
H -0.53269 1.23778 1.63732 0.0 -0.2 -0.1 0.101
H 0.17441 -2.22910 0.72277 0.0 -0.1 0.0 0.095
H -1.89327 -0.63890 2.38035 0.0 0.2 0.0 0.033
H -1.49697 -2.41480 2.51115 0.1 -0.2 0.0 0.041
```
Forces are in eV/Å.

The HOMO-LUMO gap is 9.3674 eV. For the HOMO energy, the calculation gives -8.4 eV. As for the net charge: 0. Its spin multiplicity is 1.

=====

[5]
Formula: C5H9N3
Source: the Open Molecules 2025 dataset
Level of theory: the ωB97M-V functional and the def2-TZVPD basis

Structure (XYZ):
```
17
Properties=species:S:1:pos:R:3:forces:R:3:lowdin_charge:R:1
H -1.59355 2.56623 -0.45053 -0.5 -0.6 1.1 0.063
N -1.87135 1.68996 0.06787 0.8 1.3 -1.4 0.126
C -0.82960 0.98605 0.22693 -1.8 -0.5 0.3 -0.400
N 0.51859 1.27837 0.09421 1.2 2.0 -1.1 0.126
C 1.17293 0.05535 0.06577 0.1 -1.1 0.9 -0.407
C 2.64089 -0.11221 -0.06508 -1.2 1.7 -0.5 0.004
N 0.43492 -0.94148 0.31735 0.4 -1.2 0.4 0.102
C -0.92396 -0.51928 0.58983 0.5 0.4 -3.1 -0.285
C -1.92802 -1.37055 -0.25797 2.3 0.8 -2.1 -0.040
H 0.96066 2.19279 -0.26486 -1.4 -2.2 0.8 0.192
H 2.85647 -0.96446 -0.61851 0.3 -1.3 -1.4 0.067
H 3.10829 -0.27673 0.84783 0.5 -0.1 2.0 0.066
H 3.03458 0.79533 -0.46312 0.8 0.5 -0.7 0.070
H -1.14141 -0.62474 1.58987 -0.4 -0.3 2.5 0.111
H -2.91293 -1.01478 -0.28006 -1.3 0.9 0.2 0.039
H -1.98957 -2.42956 -0.06090 0.5 -0.2 0.7 0.062
H -1.53693 -1.31027 -1.33861 -0.6 -0.1 1.4 0.103
```
Forces are in eV/Å.

The HOMO-LUMO gap is 9.6007 eV. For the HOMO energy, the calculation gives -8.9 eV. As for the net charge: 0. Its spin multiplicity is 1.

=====

[6]
Formula: C5H9N3
Source: the Open Molecules 2025 dataset
Level of theory: the ωB97M-V functional and the def2-TZVPD basis

Structure (XYZ):
```
17
Properties=species:S:1:pos:R:3:forces:R:3:lowdin_charge:R:1
C -2.40981 -1.13182 -0.20103 -2.7 -2.3 -0.2 0.020
C -1.32407 -0.48105 0.06203 0.5 1.6 -1.7 -0.448
C -1.32690 1.00411 0.37025 2.0 -1.1 0.1 -0.142
N -0.18269 1.66281 -0.25339 2.6 1.3 -1.8 -0.034
N 1.06870 0.91639 -0.25358 -0.4 2.2 0.7 -0.010
C 0.96639 -0.40304 -0.17330 -0.6 -2.6 0.8 -0.409
C 2.37257 -0.92678 0.10452 0.1 1.3 2.1 -0.021
N -0.14943 -1.10628 -0.20258 4.1 0.3 0.8 0.115
H -2.36522 -2.24733 -0.50590 -0.4 2.2 0.6 0.099
H -3.31617 -0.54272 -0.03924 -0.3 -0.9 -0.3 0.055
H -2.18535 1.54747 0.06833 -0.9 0.2 -0.3 0.108
H -1.19132 1.09277 1.43210 -0.1 0.4 0.7 0.111
H -0.22574 1.99445 -1.25032 -0.9 -0.7 1.6 0.138
H 2.00274 1.29751 0.13087 -2.8 0.0 -0.7 0.164
H 3.00992 -0.63856 -0.70128 0.5 -0.7 -1.0 0.056
H 2.74146 -0.09482 0.86220 -0.4 -2.3 -0.7 0.102
H 2.51492 -1.94309 0.55033 -0.3 1.0 -0.8 0.095
```
Forces are in eV/Å.

The HOMO-LUMO gap is 8.5822 eV. For the HOMO energy, the calculation gives -7.8 eV. As for the net charge: 0. Its spin multiplicity is 1.

=====

[7]
Formula: C5H9N3
Source: the Open Molecules 2025 dataset
Level of theory: the ωB97M-V functional and the def2-TZVPD basis

Structure (XYZ):
```
17
Properties=species:S:1:pos:R:3:forces:R:3:lowdin_charge:R:1
C 2.18534 -0.14680 -0.06122 1.8 -1.4 1.8 -0.065
N 0.84843 0.48245 0.05744 2.7 -2.4 2.9 -0.134
C 0.21370 1.44327 -0.56993 -2.7 2.8 -4.4 -0.244
N -1.03562 1.66662 -0.25210 2.2 0.1 -0.3 0.051
C -1.30352 0.69515 0.70991 -1.5 4.4 2.6 -0.341
C -1.30861 -0.63421 0.35852 2.1 -3.7 -2.8 -0.258
N -1.00419 -0.95825 -1.12600 0.1 -3.7 3.5 0.062
C -0.03163 -0.13561 1.10963 -1.3 0.9 -2.6 -0.057
H 2.35197 -0.87031 0.91571 -0.6 2.0 -2.3 0.116
H 3.19857 0.48834 -0.05050 -2.7 -0.8 -0.3 0.110
H 2.20790 -0.90420 -0.88195 0.0 0.9 0.3 0.072
H 0.28805 2.00742 -1.60199 1.9 -1.4 2.1 0.168
H -2.04124 1.19910 1.31740 -0.3 -1.1 1.1 0.134
H -2.06771 -1.18547 0.86314 -0.1 -0.9 0.3 0.126
H -1.18120 -2.03469 -1.18870 0.4 2.6 -0.2 0.113
H -1.71769 -0.50853 -1.59847 -1.8 0.9 -1.6 0.021
H 0.39747 -0.60427 1.99911 -0.2 0.6 -0.3 0.126
```
Forces are in eV/Å.

The HOMO-LUMO gap is 9.0284 eV. For the HOMO energy, the calculation gives -8.1 eV. As for the net charge: 0. Its spin multiplicity is 1.

=====

[8]
Formula: C5H9N3
Source: the Open Molecules 2025 dataset
Level of theory: the ωB97M-V functional and the def2-TZVPD basis

Structure (XYZ):
```
17
Properties=species:S:1:pos:R:3:forces:R:3:lowdin_charge:R:1
C 0.21105 -1.91567 0.58040 1.1 0.1 4.0 -0.078
C -0.51123 -0.70326 0.18566 -0.4 4.2 2.0 -0.382
C -0.64147 0.67399 -1.72634 -4.5 -0.4 -5.8 -0.199
C 0.18304 0.58599 -0.65942 2.6 0.0 4.9 -0.188
C 1.03489 1.57610 -0.25147 2.1 1.7 3.7 -0.128
H 0.66054 -2.35338 -0.25355 1.5 -0.6 -1.1 0.066
H -0.49793 -2.65133 0.90352 -0.9 -0.3 -0.1 0.066
H 0.79054 -1.83234 1.58780 -0.1 0.1 -2.2 0.109
H -1.28648 -0.30388 0.93581 2.8 0.1 0.6 0.156
H -2.60038 -0.90004 -0.20255 4.0 -1.5 -1.8 0.215
H -0.76963 1.37987 -2.66407 1.0 -1.1 2.4 0.157
H 1.65082 2.40248 -0.73421 -1.9 -1.2 -0.7 0.115
H 1.58514 0.68259 1.82631 -0.1 5.4 -2.2 0.186
H 1.72536 2.84226 1.72912 -0.8 -4.3 -2.4 0.138
N -1.49845 -1.11093 -0.68857 -7.2 0.7 -2.2 -0.114
N -1.63836 -0.18657 -1.74387 1.3 0.7 -0.6 -0.001
N 1.60256 1.81412 1.17544 -0.6 -3.6 1.4 -0.120
```
Forces are in eV/Å.

The HOMO-LUMO gap is 8.0832 eV. For the HOMO energy, the calculation gives -7.5 eV. As for the net charge: 0. Its spin multiplicity is 1.

=====

[9]
Formula: C5H9N3
Source: the Open Molecules 2025 dataset
Level of theory: the ωB97M-V functional and the def2-TZVPD basis

Structure (XYZ):
```
17
Properties=species:S:1:pos:R:3:forces:R:3:lowdin_charge:R:1
H 3.06608 0.16381 1.07487 -0.2 0.3 1.7 0.026
N 2.10932 -0.21760 1.15553 1.9 0.8 -2.8 0.076
C 1.96444 -0.27632 -0.13670 1.5 0.4 -0.2 -0.385
N 0.96670 -1.04587 -0.60654 2.3 -0.3 -1.5 0.068
C -0.24079 -1.03051 -0.65374 -5.9 -2.7 1.8 -0.213
N -1.22603 -0.04877 -0.31173 -0.6 -1.4 2.0 -0.154
C -2.36435 -0.65550 0.49483 0.1 -0.5 1.9 -0.105
C -0.84563 1.20598 0.27617 -0.7 1.8 -2.9 -0.156
C -0.02939 2.02390 -0.50911 -2.4 -0.3 5.0 0.021
H 2.79576 0.12731 -0.99580 -2.4 -1.1 2.4 0.175
H -0.88191 -2.11717 -0.63271 2.0 2.8 -1.0 0.172
H -2.10975 -0.47387 1.68527 -1.2 -0.1 -3.0 0.141
H -2.45983 -1.75022 0.47355 1.1 0.0 -0.4 0.046
H -3.42497 -0.48367 0.13413 1.4 1.2 0.6 0.092
H -1.63106 1.49855 1.09931 2.3 -0.1 -1.6 0.133
H 0.57516 1.61516 -1.23848 0.8 -0.6 -1.7 0.012
H 0.21489 3.00049 -0.08970 0.0 -0.2 -0.3 0.051
```
Forces are in eV/Å.

The HOMO-LUMO gap is 9.5052 eV. For the HOMO energy, the calculation gives -8.6 eV. As for the net charge: 0. Its spin multiplicity is 1.

=====

[10]
Formula: C5H9N3
Source: the Open Molecules 2025 dataset
Level of theory: the ωB97M-V functional and the def2-TZVPD basis

Structure (XYZ):
```
17
Properties=species:S:1:pos:R:3:forces:R:3:lowdin_charge:R:1
C -0.28132 -1.29040 -2.03468 -1.3 -3.2 -2.8 -0.136
C -0.01087 -0.43821 -0.79991 -2.1 -0.5 0.0 -0.342
C 0.73565 0.69072 -0.73182 -1.8 -1.0 0.1 -0.144
C 0.62885 0.77429 1.78239 -2.1 0.6 -3.1 -0.442
C -1.02762 -0.59371 0.38119 -2.4 1.7 0.2 -0.206
H 0.21455 -2.36353 -2.12157 0.1 2.4 0.4 0.074
H -0.13142 -0.76477 -3.14318 -0.4 -1.2 3.1 0.112
H -1.41030 -1.89904 -2.05938 2.6 2.7 0.3 0.124
H 1.36023 0.85713 -1.61813 0.1 0.8 0.7 0.113
H 0.58651 2.66734 0.23183 0.1 -3.9 1.1 0.180
H 1.74272 2.14862 2.08665 -0.7 -3.0 3.0 0.125
H -0.26156 -1.12165 2.54472 -0.1 3.1 -3.9 0.227
H -1.80489 -1.52398 0.58992 2.6 2.1 -1.1 0.148
H -1.92811 0.43451 0.13665 2.7 -2.9 1.0 0.187
N 0.48420 1.55436 0.39931 1.2 0.6 0.1 -0.028
N 1.36934 1.22485 2.73049 0.0 2.3 -3.6 0.060
N -0.26596 -0.35653 1.62551 1.5 -0.8 4.3 -0.052
```
Forces are in eV/Å.

The HOMO-LUMO gap is 8.9254 eV. For the HOMO energy, the calculation gives -8.2 eV. As for the net charge: 0. Its spin multiplicity is 1.